Computed, not measured: a structure of composition C46H48N13PbSb2Se, with ωB97M-V/def2-TZVPD.

```
111
C46H48N13PbSb2Se | the Open Molecules 2025 dataset | ωB97M-V/def2-TZVPD
Pb -0.51785 0.76576 -0.14306
C -2.32139 -4.23936 -5.73439
C -1.78091 -3.15723 -4.84016
C -1.01275 -2.10651 -5.33240
C -0.56608 -1.11284 -4.49544
C -0.79911 -1.07934 -3.10036
N -0.28025 -0.02569 -2.35798
C 0.86208 0.59593 -2.87935
C 2.01483 -0.13644 -3.20705
C 3.18841 0.46546 -3.60252
C 3.29566 1.85587 -3.69897
C 4.59306 2.52153 -4.06693
C 2.16472 2.59471 -3.40840
C 0.97334 1.98035 -3.02453
N -0.14454 2.84070 -2.78273
C -0.66304 3.75154 -3.62547
C -1.57393 4.50373 -2.91636
C -1.53242 3.97038 -1.62303
N -0.65811 2.97299 -1.54668
C -1.60101 -2.13940 -2.62072
C -2.06936 -3.12724 -3.49204
N -2.02736 -2.29208 -1.25023
C -2.62392 -3.37796 -0.70282
C -3.03648 -3.04803 0.56532
C -2.63516 -1.72148 0.72384
N -2.01903 -1.28104 -0.36692
H -1.68407 -4.37700 -6.60715
H -3.32256 -3.99351 -6.09463
H -2.38393 -5.19323 -5.21054
H -0.78090 -2.05276 -6.38966
H -0.00092 -0.29820 -4.92568
H 1.95504 -1.21548 -3.14511
H 4.05026 -0.15163 -3.82950
H 5.22663 1.85335 -4.64864
H 5.15127 2.80669 -3.17174
H 4.42405 3.42457 -4.65378
H 2.18821 3.67723 -3.47902
H -0.35651 3.78546 -4.65700
H -2.18664 5.30735 -3.28348
H -2.09501 4.26611 -0.75189
H -2.71091 -3.90738 -3.10972
H -2.70304 -4.31565 -1.21808
H -3.53357 -3.68772 1.27236
H -2.73271 -1.06888 1.57862
Se -5.61985 6.55417 3.41725
N -5.88571 5.21448 2.27858
C -4.74747 4.58309 2.16065
C -4.55180 3.42524 1.29167
C -5.58783 2.93294 0.49681
C -5.34161 1.86785 -0.33532
C -4.05869 1.32608 -0.34983
N -3.06847 1.77188 0.40817
C -3.29850 2.81035 1.23069
C -2.17711 3.32100 2.05859
N -1.00804 2.67348 2.00158
C 0.01754 3.13320 2.69938
C -0.05106 4.26735 3.50417
C -1.25491 4.93007 3.58981
C -2.34483 4.45429 2.86264
C -3.65122 5.10218 2.92881
N -3.90500 6.15165 3.66512
H -6.55934 3.40608 0.54920
H -6.11195 1.45442 -0.97024
H -3.81666 0.49724 -1.00521
H 0.93363 2.55374 2.62362
H 0.81598 4.60087 4.05680
H -1.38201 5.80715 4.21048
C 2.09702 -1.22318 4.34879
Sb 0.35782 -0.82348 3.15877
C -0.90331 -0.49994 4.87366
C -0.34242 -2.87089 2.86112
C 0.45869 -3.96908 3.48357
C -0.05664 -4.57338 4.63291
C 0.57750 -5.63243 5.25815
C 1.75750 -6.12106 4.72144
C 2.28630 -5.51959 3.59233
C 1.67507 -4.43325 2.96131
C 2.45727 -3.80257 1.83126
Sb 1.69930 -2.81380 0.04738
C 1.30911 -4.61747 -1.04812
C 3.73809 -2.57455 -0.57364
H 2.00192 -2.19844 4.82510
H 2.16089 -0.44956 5.11359
H 3.00302 -1.19419 3.74753
H -0.76842 -1.31744 5.58183
H -1.94887 -0.45704 4.56817
H -0.64546 0.44044 5.36002
H -0.44220 -3.01244 1.78619
H -1.35025 -2.87291 3.27853
H -0.99361 -4.20300 5.03408
H 0.14694 -6.07845 6.14486
H 2.26501 -6.96110 5.17660
H 3.21846 -5.89390 3.18501
H 3.11947 -4.56235 1.41079
H 3.12040 -3.04337 2.25866
H 2.15433 -5.29856 -0.95471
H 1.13730 -4.38597 -2.09925
H 0.41577 -5.09763 -0.64812
H 4.21285 -3.55061 -0.67137
H 4.25813 -1.99613 0.19026
H 3.80746 -2.03586 -1.51357
N 3.03589 4.34957 -0.52217
C 4.19439 3.67741 -0.35932
N 5.34204 4.37216 -0.39998
N 4.26651 2.38145 -0.18356
C 3.15554 1.70551 -0.04751
N 2.19378 1.06927 0.07895
H 3.00853 5.34532 -0.64209
H 2.17054 3.83653 -0.56900
H 5.37083 5.36153 -0.55820
H 6.19832 3.87197 -0.23963
```

## Properties
highest occupied orbital energy	-9.0	eV
DFT total energy	-5568.14586	Eh
frontier orbital gap	6.094	eV
total charge	+1